1.
The following is a quantum chemistry calculation of one molecule with the formula C9H10NP at a distorted geometry, from OMol25.

Calculated values
Molar mass (g mol⁻¹): 163.16
Energy relative to the best compared isomer or geometry (same formula, charge and spin) (kJ/mol): 138.3
Gap between HOMO and LUMO (eV): 8.035
LUMO level (eV): -0.5
SMILES string: [H]/P=C/C(=C\C)c1ccncc1
Energy (eV): -20270.8635
Net charge: 0
HOMO (eV): -8.51

The geometry in XYZ format:
```
21
C9H10NP | OMol25 | ωB97M-V/def2-TZVPD
H 3.750 1.246 0.610
H 1.068 -2.073 -0.331
H 2.639 0.912 2.035
H -1.690 2.145 2.928
H 2.280 2.406 0.913
C 2.693 1.319 0.998
C -0.504 -0.406 -0.445
H 0.436 2.297 1.581
C -0.150 1.346 1.421
C -1.739 -0.102 -0.914
C -0.732 -2.529 -1.478
H -3.578 -0.949 -1.854
C 0.114 -1.636 -0.846
C 1.745 0.507 0.069
C 0.391 0.497 0.261
H 2.246 -0.054 -0.811
H -2.173 0.890 -0.915
C -2.486 -1.118 -1.612
P -1.776 1.115 1.969
H -0.439 -3.460 -1.759
N -2.094 -2.354 -1.820
```

2.
The following is a quantum chemistry calculation of C9H10O2 as an isolated structure at a distorted geometry, from OMol25.

Calculated values
Molar mass (g mol⁻¹): 150.18
Energy relative to the best compared isomer or geometry (same formula, charge and spin) (kJ/mol): 766.3
Gap between HOMO and LUMO (eV): 9.867
LUMO level (eV): 0.7
Energy (eV): -13582.2888
Net charge: 0
HOMO (eV): -9.21

The geometry in XYZ format:
```
21
C9H10O2 | OMol25 | ωB97M-V/def2-TZVPD
C 1.165 -1.956 1.442
C -0.699 1.323 0.469
C 0.760 1.647 -1.804
H 0.294 3.631 -1.226
C -0.335 -1.589 1.389
H -1.871 -1.318 0.061
H 0.672 -0.272 -2.028
C -0.334 2.569 0.114
H -1.242 -2.682 -0.892
H -0.705 3.407 0.658
H 1.450 1.686 -2.951
H 1.649 -1.267 0.967
O -1.051 -1.628 2.418
C 0.473 2.808 -1.090
O -0.590 -2.114 -0.921
C 0.234 0.451 -1.460
H -1.425 1.132 1.361
C -1.019 -1.159 0.135
C -0.597 0.249 -0.282
H 1.404 -2.089 2.335
H 1.767 -2.828 1.306
```